{
  "formula": "C55H54N3O7P2PdSSi",
  "method": "wB97M-V/def2-TZVPD",
  "symbols": ["Pd", "C", "Si", "C", "C", "C", "C", "C", "C", "P", "C", "C", "C", "C", "C", "C", "C", "C", "C", "C", "C", "C", "C", "C", "C", "C", "C", "C", "P", "C", "C", "C", "C", "C", "C", "C", "C", "C", "C", "C", "C", "H", "H", "H", "H", "H", "H", "H", "H", "H", "H", "H", "H", "H", "H", "H", "H", "H", "H", "H", "H", "H", "H", "H", "H", "H", "H", "H", "H", "H", "H", "H", "C", "C", "C", "C", "C", "C", "C", "S", "O", "O", "N", "C", "C", "C", "O", "O", "H", "H", "H", "H", "H", "H", "H", "H", "H", "H", "H", "H", "C", "C", "C", "C", "C", "C", "O", "N", "C", "O", "N", "C", "O", "H", "H", "H", "H", "H", "H", "H", "H", "H", "H", "H"],
  "coordinates": [[-0.284, 0.854, -0.071], [-3.014, 0.870, 2.321], [-1.923, 1.824, 1.126], [-3.092, 2.729, -0.071], [-4.369, 3.166, 0.296], [-5.176, 3.846, -0.602], [-4.716, 4.111, -1.889], [-3.455, 3.685, -2.272], [-2.656, 2.984, -1.372], [-0.971, 2.369, -1.749], [-0.106, 3.973, -1.972], [0.057, 4.612, -3.198], [0.650, 5.866, -3.263], [1.081, 6.498, -2.105], [0.914, 5.873, -0.878], [0.328, 4.618, -0.815], [-1.058, 1.674, -3.423], [-2.242, 1.118, -3.895], [-2.278, 0.488, -5.130], [-1.129, 0.392, -5.896], [0.067, 0.912, -5.415], [0.105, 1.540, -4.183], [-1.061, 3.134, 2.213], [-1.737, 4.230, 2.753], [-1.073, 5.173, 3.524], [0.285, 5.021, 3.787], [0.968, 3.925, 3.281], [0.300, 2.988, 2.497], [1.091, 1.501, 1.772], [2.834, 2.005, 1.625], [3.831, 1.618, 2.512], [5.142, 2.033, 2.314], [5.465, 2.839, 1.234], [4.473, 3.226, 0.341], [3.168, 2.802, 0.531], [1.065, 0.310, 3.157], [0.328, 0.518, 4.317], [0.201, -0.495, 5.260], [0.816, -1.720, 5.056], [1.561, -1.932, 3.902], [1.675, -0.930, 2.955], [-3.405, 1.573, 3.065], [-2.426, 0.110, 2.836], [-3.856, 0.386, 1.824], [-4.743, 2.962, 1.294], [-6.166, 4.169, -0.305], [-5.344, 4.642, -2.593], [-3.097, 3.880, -3.277], [-0.281, 4.136, -4.109], [0.773, 6.348, -4.224], [1.547, 7.474, -2.161], [1.246, 6.352, 0.035], [0.206, 4.135, 0.147], [-3.138, 1.151, -3.289], [-3.202, 0.042, -5.473], [-1.155, -0.110, -6.855], [0.977, 0.813, -5.994], [1.047, 1.906, -3.795], [-2.794, 4.368, 2.543], [-1.607, 6.032, 3.913], [0.809, 5.756, 4.385], [2.025, 3.803, 3.488], [3.592, 0.982, 3.354], [5.912, 1.712, 3.004], [6.489, 3.154, 1.079], [4.717, 3.842, -0.515], [2.405, 3.073, -0.190], [-0.166, 1.467, 4.489], [-0.386, -0.322, 6.154], [0.713, -2.510, 5.790], [2.040, -2.888, 3.727], [2.216, -1.103, 2.032], [-0.167, -6.750, -0.769], [1.131, -5.990, -0.783], [1.215, -4.707, -0.247], [2.413, -4.012, -0.234], [3.546, -4.597, -0.781], [3.484, -5.863, -1.342], [2.282, -6.554, -1.329], [5.076, -3.699, -0.781], [5.863, -4.233, -1.860], [5.591, -3.692, 0.561], [4.673, -2.174, -1.131], [3.916, -1.921, -2.361], [3.359, -0.499, -2.338], [2.327, -0.263, -1.226], [1.271, 0.326, -1.580], [2.608, -0.630, -0.064], [-1.026, -6.083, -0.695], [-0.199, -7.436, 0.081], [-0.281, -7.346, -1.675], [0.327, -4.231, 0.151], [2.444, -3.000, 0.151], [4.370, -6.287, -1.795], [2.229, -7.543, -1.771], [4.207, -1.704, -0.344], [3.082, -2.628, -2.458], [4.579, -2.068, -3.213], [2.892, -0.274, -3.295], [4.184, 0.204, -2.181], [-2.840, -4.814, 2.770], [-1.938, -3.746, 2.158], [-2.397, -3.097, 0.839], [-3.873, -2.629, 0.990], [-4.457, -1.774, -0.129], [-2.353, -4.067, -0.327], [-2.614, -5.257, -0.234], [-2.064, -3.497, -1.523], [-1.754, -2.128, -1.762], [-1.772, -1.766, -2.925], [-1.411, -1.363, -0.703], [-1.533, -1.855, 0.546], [-1.043, -1.261, 1.509], [-2.364, -5.211, 3.669], [-3.023, -5.636, 2.081], [-3.803, -4.402, 3.076], [-0.937, -4.156, 2.015], [-1.812, -2.925, 2.865], [-3.928, -2.087, 1.938], [-4.481, -3.529, 1.102], [-3.926, -0.830, -0.253], [-5.502, -1.550, 0.098], [-4.434, -2.288, -1.092], [-2.150, -4.072, -2.348]],
  "mulliken_charge": [-1.75, -1.53, 2.92, -0.45, -0.14, -0.73, -0.89, -0.08, -0.60, 2.02, 0.39, -0.64, -0.66, -0.68, -0.72, -0.79, 0.72, -0.77, -0.64, -0.66, -0.87, -0.58, 0.46, -0.69, -0.79, -0.98, -0.65, -0.30, 2.60, 0.17, -0.62, -0.76, -0.64, -0.75, 0.06, 0.67, -0.99, -0.66, -0.77, -0.66, -0.51, 0.81, 0.05, 0.40, 0.45, 0.44, 0.40, 0.49, 0.41, 0.43, 0.38, 0.51, 0.40, 0.33, 0.40, 0.37, 0.42, 0.69, 0.31, 0.38, 0.37, 0.50, 0.39, 0.43, 0.37, 0.45, 0.14, 0.30, 0.40, 0.37, 0.51, 0.51, -1.47, 0.30, -0.35, -0.09, 0.18, -0.74, -0.76, 1.46, -0.76, -0.72, -0.30, -0.51, -1.40, 0.33, 0.43, -0.19, 0.35, 0.32, 0.38, 0.72, 0.23, 0.47, 0.39, 0.24, 0.33, 0.46, 0.34, 0.34, -1.59, -0.63, 3.05, -1.49, -1.38, -0.22, -0.77, 0.43, -0.66, -0.79, 0.38, -1.02, 0.11, 0.46, 0.30, 0.32, 0.14, 0.13, 0.53, 0.59, 0.05, 0.49, 0.35, 0.36],
  "orbital_gap_ev": 7.11,
  "mol_weight_g_mol": 1097.6,
  "total_energy_ev": -117492.983,
  "charge": -1
}

{
  "formula": "C55H59N4O18PS2",
  "method": "wB97M-V/def2-TZVPD",
  "symbols": ["C", "C", "O", "N", "C", "C", "C", "C", "C", "C", "C", "O", "C", "O", "C", "C", "C", "C", "O", "O", "N", "C", "C", "C", "C", "C", "C", "C", "S", "C", "S", "N", "C", "C", "N", "C", "P", "O", "O", "O", "H", "H", "H", "H", "H", "H", "H", "H", "H", "H", "H", "H", "H", "H", "H", "H", "H", "H", "H", "H", "H", "H", "H", "H", "H", "H", "H", "H", "H", "H", "H", "H", "H", "H", "H", "H", "H", "H", "H", "C", "C", "C", "O", "C", "C", "C", "O", "H", "H", "H", "H", "C", "C", "C", "O", "C", "C", "C", "O", "H", "H", "H", "H", "C", "C", "C", "O", "C", "C", "C", "O", "H", "H", "H", "H", "C", "C", "C", "O", "C", "C", "C", "O", "H", "H", "H", "H", "C", "C", "C", "O", "C", "C", "C", "O", "H", "H", "H", "H"],
  "coordinates": [[-3.869, -3.464, 4.602], [-4.194, -4.445, 3.354], [-3.951, -5.679, 3.533], [-4.784, -3.896, 2.121], [-5.664, -4.884, 1.426], [-3.735, -3.505, 1.115], [-4.311, -2.275, 0.256], [-3.440, -0.914, 0.397], [-2.993, -0.651, 1.915], [-2.915, 0.888, 2.353], [-4.234, 1.746, 1.928], [-3.149, 0.781, 3.817], [-2.385, 1.849, 4.430], [-2.731, 2.706, 5.255], [-0.925, 1.572, 3.748], [-0.381, 0.176, 4.297], [-0.365, 0.030, 5.897], [-0.860, -1.416, 6.412], [-0.155, -2.434, 6.161], [-2.034, -1.622, 7.185], [-0.122, 2.818, 3.887], [1.096, 2.636, 4.380], [2.368, 2.053, 3.612], [1.343, 3.113, 5.906], [-1.473, 1.641, 2.200], [-0.337, 0.892, 1.315], [-0.582, 0.981, -0.270], [0.219, -0.104, -1.131], [1.986, -0.272, -0.578], [2.214, -1.904, 0.245], [2.932, -1.913, 1.778], [1.850, -3.223, -0.312], [0.545, -3.774, -0.039], [0.563, -5.171, -0.740], [1.884, -5.257, -1.358], [2.690, -4.099, -1.134], [-1.501, 3.430, 1.538], [-2.323, 3.557, 0.218], [-2.265, 4.512, 2.642], [0.089, 3.966, 1.116], [-2.731, -3.271, 4.672], [-4.425, -2.483, 4.404], [-4.287, -3.897, 5.587], [-5.897, -4.569, 0.332], [-5.219, -5.941, 1.352], [-6.673, -4.911, 1.984], [-2.694, -3.345, 1.552], [-3.640, -4.404, 0.391], [-4.322, -2.587, -0.854], [-5.407, -2.058, 0.538], [-3.988, -0.051, -0.107], [-2.487, -1.099, -0.225], [-1.999, -1.225, 2.062], [-3.740, -1.185, 2.619], [-5.122, 1.024, 2.102], [-4.254, 2.006, 0.819], [-4.415, 2.631, 2.626], [0.674, -0.103, 3.931], [-1.058, -0.675, 3.904], [0.745, 0.088, 6.216], [-0.895, 0.861, 6.469], [-2.654, -2.247, 6.750], [2.179, 1.108, 3.003], [3.158, 1.779, 4.413], [2.893, 2.828, 2.935], [0.899, 4.170, 5.974], [2.470, 3.219, 6.118], [0.863, 2.426, 6.676], [-0.182, -0.199, 1.608], [0.638, 1.468, 1.524], [-1.691, 0.959, -0.558], [-0.206, 2.024, -0.597], [-0.302, -1.115, -1.032], [0.231, 0.214, -2.241], [-0.304, -3.310, 0.560], [-0.275, -5.938, -0.737], [3.753, -3.873, -1.481], [-2.646, 5.251, 2.082], [-0.084, 4.787, 0.600], [-6.130, -7.297, -2.655], [-5.979, -8.591, -2.941], [-4.985, -9.423, -2.230], [-4.846, -10.602, -2.491], [-4.166, -8.765, -1.189], [-4.317, -7.471, -0.903], [-5.311, -6.640, -1.615], [-5.451, -5.458, -1.353], [-6.852, -6.673, -3.167], [-6.571, -9.087, -3.700], [-3.444, -9.389, -0.678], [-3.725, -6.975, -0.145], [5.956, -3.477, -4.715], [6.156, -3.045, -5.962], [5.990, -1.618, -6.315], [6.169, -1.223, -7.451], [5.596, -0.692, -5.232], [5.397, -1.125, -3.987], [5.562, -2.548, -3.635], [5.380, -2.941, -2.496], [6.071, -4.517, -4.439], [6.445, -3.711, -6.765], [5.478, 0.349, -5.505], [5.107, -0.458, -3.184], [8.231, 2.773, -2.507], [9.501, 2.711, -2.103], [10.505, 1.924, -2.850], [11.662, 1.865, -2.481], [10.049, 1.211, -4.062], [8.780, 1.274, -4.466], [7.776, 2.061, -3.719], [6.616, 2.120, -4.089], [7.482, 3.344, -1.972], [9.851, 3.227, -1.218], [10.798, 0.641, -4.597], [8.429, 0.758, -5.351], [3.767, 3.507, -4.239], [2.767, 2.686, -3.918], [1.466, 3.206, -3.454], [0.555, 2.454, -3.158], [1.313, 4.674, -3.362], [2.313, 5.497, -3.685], [3.616, 4.974, -4.149], [4.529, 5.723, -4.444], [4.725, 3.138, -4.579], [2.862, 1.608, -3.980], [0.352, 5.038, -3.021], [2.217, 6.574, -3.622], [-3.015, 6.239, -0.745], [-2.838, 6.700, -1.984], [-3.035, 8.129, -2.306], [-2.877, 8.552, -3.436], [-3.435, 9.027, -1.199], [-3.612, 8.564, 0.039], [-3.413, 7.134, 0.356], [-3.570, 6.705, 1.487], [-2.876, 5.195, -0.483], [-2.544, 6.055, -2.804], [-3.575, 10.071, -1.451], [-3.905, 9.206, 0.860]],
  "mulliken_charge": [-0.77, 0.29, -0.58, 0.04, -0.90, -0.11, -1.18, 0.02, -0.33, 1.59, -1.64, -0.45, -0.29, -0.61, 0.98, 0.01, -0.52, 0.24, -0.56, -0.50, -0.13, 0.67, -0.79, -1.13, 0.79, -1.66, -0.10, -0.75, 0.00, -0.09, -0.13, 0.21, -0.20, -0.39, -0.61, -0.21, 1.25, -0.82, -0.56, -0.58, 0.14, 0.34, 0.43, 0.36, 0.20, 0.35, 0.42, 0.11, 0.31, 0.44, 0.39, -0.25, -0.12, -0.01, 0.30, 0.30, 0.32, 0.28, -0.30, 0.33, 0.45, 0.37, 0.03, 0.38, 0.29, 0.31, 0.41, 0.20, 0.08, 0.62, 0.16, 0.21, 0.26, 0.42, 0.54, 0.34, 0.45, 0.31, 0.35, -0.46, -0.42, 0.29, -0.55, -0.55, -0.04, 0.47, -0.54, 0.42, 0.40, 0.44, 0.46, -0.40, -0.45, 0.14, -0.56, -0.35, -0.02, 0.29, -0.61, 0.45, 0.42, 0.49, 0.54, -0.40, -0.37, 0.30, -0.54, -0.41, -0.25, 0.28, -0.37, 0.43, 0.41, 0.42, 0.47, -0.16, -0.13, 0.22, -0.51, -0.41, -0.56, 0.23, -0.56, 0.38, 0.51, 0.61, 0.43, -0.42, -0.47, 0.25, -0.56, -0.45, -0.40, 0.45, -0.66, 0.92, 0.55, 0.41, 0.44],
  "orbital_gap_ev": 6.16,
  "mol_weight_g_mol": 1159.2,
  "total_energy_ev": -131752.320,
  "smiles": "CC(=O)N(C)CCCC[C@@]1(C)OC(=O)[C@](CCC(=O)O)(N=C(C)C)[C@]1(CCCSC(=S)n1ccnc1)P(=O)(O)O.O=C1C=CC(=O)C=C1.O=C1C=CC(=O)C=C1.O=C1C=CC(=O)C=C1.O=C1C=CC(=O)C=C1.O=C1C=CC(=O)C=C1",
  "charge": 0
}

{
  "formula": "C55H67AsGeNOPSi2Ti",
  "method": "wB97M-V/def2-TZVPD",
  "symbols": ["Ti", "C", "N", "C", "C", "C", "O", "H", "H", "H", "H", "H", "H", "H", "H", "H", "C", "Si", "C", "C", "C", "Si", "C", "C", "C", "H", "H", "H", "H", "H", "H", "H", "H", "H", "H", "H", "H", "H", "H", "H", "H", "H", "H", "H", "C", "C", "As", "C", "C", "C", "C", "C", "C", "C", "C", "C", "C", "C", "C", "P", "C", "C", "C", "C", "C", "C", "C", "C", "C", "C", "C", "C", "H", "H", "H", "H", "H", "H", "H", "H", "H", "H", "H", "H", "H", "H", "H", "H", "H", "H", "H", "H", "H", "H", "H", "H", "C", "C", "C", "C", "C", "C", "Ge", "C", "C", "C", "C", "C", "C", "C", "C", "C", "C", "C", "C", "H", "H", "H", "H", "H", "H", "H", "H", "H", "H", "H", "H", "H", "H", "H"],
  "coordinates": [[1.538, 0.442, -1.109], [-1.651, -2.102, -4.541], [-0.814, -1.698, -3.414], [-0.131, -2.766, -2.691], [-0.694, -0.441, -3.076], [-1.457, 0.602, -3.820], [0.093, -0.094, -2.121], [-1.441, -3.141, -4.776], [-1.438, -1.500, -5.423], [-2.710, -2.013, -4.293], [-0.837, -3.572, -2.503], [0.235, -2.404, -1.737], [0.700, -3.153, -3.284], [-2.470, 0.279, -4.047], [-0.952, 0.816, -4.763], [-1.494, 1.517, -3.236], [4.164, 1.694, -4.945], [2.756, 0.928, -3.962], [1.702, 0.005, -5.243], [1.815, 2.455, -3.298], [2.989, -0.224, -2.441], [4.877, -0.616, -2.149], [5.179, -2.020, -3.372], [5.466, -1.156, -0.445], [5.978, 0.862, -2.558], [3.732, 2.214, -5.803], [4.867, 0.956, -5.332], [4.728, 2.427, -4.368], [1.032, 0.693, -5.762], [1.117, -0.809, -4.812], [2.348, -0.433, -6.006], [1.665, 3.177, -4.104], [2.397, 2.977, -2.529], [0.822, 2.224, -2.906], [2.576, -1.200, -2.747], [4.697, -2.947, -3.053], [6.248, -2.225, -3.461], [4.810, -1.772, -4.371], [4.782, -1.801, 0.098], [5.710, -0.296, 0.178], [6.393, -1.719, -0.586], [6.223, 0.908, -3.619], [6.919, 0.754, -2.015], [5.543, 1.820, -2.266], [-1.793, 1.444, 2.074], [-3.247, 1.815, 1.862], [-4.345, 1.784, 3.535], [-3.996, -0.106, 3.928], [-4.536, -1.151, 3.183], [-4.252, -2.468, 3.513], [-3.422, -2.755, 4.589], [-2.874, -1.720, 5.332], [-3.159, -0.403, 5.002], [-6.076, 1.535, 2.651], [-6.331, 1.822, 1.314], [-7.591, 1.605, 0.772], [-8.613, 1.106, 1.565], [-8.377, 0.844, 2.908], [-7.119, 1.063, 3.445], [-0.893, 0.997, 0.490], [-1.192, 2.497, -0.528], [-2.367, 2.944, -1.134], [-2.406, 4.174, -1.774], [-1.283, 4.992, -1.801], [-0.114, 4.575, -1.187], [-0.071, 3.335, -0.566], [-1.943, -0.443, 0.030], [-3.048, -0.477, -0.816], [-3.817, -1.629, -0.927], [-3.490, -2.763, -0.196], [-2.372, -2.751, 0.626], [-1.604, -1.603, 0.733], [-1.692, 0.563, 2.716], [-1.243, 2.260, 2.547], [-3.736, 1.109, 1.193], [-3.328, 2.818, 1.446], [-5.202, -0.935, 2.355], [-4.698, -3.275, 2.945], [-3.220, -3.783, 4.861], [-2.246, -1.938, 6.187], [-2.749, 0.407, 5.596], [-5.550, 2.236, 0.685], [-7.777, 1.832, -0.271], [-9.594, 0.936, 1.142], [-9.176, 0.473, 3.536], [-6.943, 0.859, 4.496], [-3.268, 2.348, -1.099], [-3.324, 4.503, -2.243], [-1.327, 5.958, -2.287], [0.759, 5.216, -1.188], [0.838, 3.038, -0.039], [-3.339, 0.401, -1.379], [-4.694, -1.630, -1.563], [-4.118, -3.643, -0.251], [-2.107, -3.632, 1.197], [-0.747, -1.598, 1.400], [3.338, -5.123, 1.169], [3.513, -4.376, 2.326], [3.163, -3.033, 2.351], [2.643, -2.423, 1.213], [2.469, -3.184, 0.056], [2.814, -4.526, 0.031], [2.114, -0.525, 1.178], [1.092, -0.172, 2.831], [0.551, -1.204, 3.593], [-0.092, -0.934, 4.793], [-0.207, 0.374, 5.241], [0.324, 1.412, 4.486], [0.966, 1.140, 3.289], [3.567, 0.838, 1.344], [3.651, 1.797, 0.338], [4.585, 2.818, 0.348], [5.469, 2.887, 1.413], [5.395, 1.953, 2.442], [4.448, 0.940, 2.413], [3.613, -6.169, 1.152], [3.926, -4.840, 3.212], [3.303, -2.455, 3.257], [2.090, -2.704, -0.841], [2.681, -5.105, -0.875], [0.647, -2.231, 3.255], [-0.491, -1.748, 5.383], [-0.702, 0.587, 6.179], [0.249, 2.433, 4.839], [1.393, 1.959, 2.716], [2.953, 1.725, -0.514], [4.632, 3.544, -0.454], [6.215, 3.669, 1.443], [6.084, 2.021, 3.274], [4.402, 0.223, 3.224]],
  "mulliken_charge": [-1.85, -1.12, 0.81, -0.80, -0.07, -1.39, -0.14, 0.47, 0.36, 0.34, 0.61, -0.19, 0.35, 0.65, 0.24, -0.10, -1.29, 0.82, -1.05, -0.74, 1.06, 0.44, -1.31, -0.65, -1.27, 0.45, 0.34, 0.38, 0.42, 0.08, 0.50, 0.75, 0.17, 0.01, 0.02, 0.32, 0.44, 0.33, 0.01, 0.19, 0.61, 0.48, 0.48, 0.19, 0.35, -0.86, 0.22, -0.01, 0.12, -0.89, -0.76, -0.94, -0.38, -0.21, 0.24, -0.76, -0.43, -0.71, -0.27, 0.02, 1.51, -0.22, -0.67, -0.92, -0.60, -1.16, 1.20, 0.33, -1.11, -1.07, -0.89, 0.15, -0.75, 0.83, -0.02, 1.05, 0.42, 0.49, 0.46, 0.95, 0.56, 0.43, 0.41, 0.40, 0.41, 0.40, 0.13, 0.55, 0.44, 0.54, 0.30, 0.20, 0.59, 0.47, 0.56, -1.16, -0.70, -0.95, -0.31, -0.23, 0.83, -1.04, 3.76, 0.50, -0.36, -1.02, -0.92, -0.89, -0.53, -0.13, 0.49, -0.71, -0.83, -0.83, -0.40, 0.42, 0.46, 0.41, 0.03, 0.49, 0.35, 0.82, 0.68, 0.49, 0.33, -0.38, 0.58, 0.45, 0.44, 0.44],
  "orbital_gap_ev": 5.64,
  "mol_weight_g_mol": 1040.7,
  "total_energy_ev": -227161.056,
  "charge": 2
}